Entry 1:
24
Properties=species:S:1:pos:R:3:lowdin_charge:R:1 method="wB97M-V/def2-TZVPD" lumo_ha=0.1819 de_lowest_kcal_mol=3.50 max_force_ev_per_a=0.8 homo_energy_ha=0.010 charge=-2 orbital_gap_ha=0.172
Cu 0.12 0.19 -0.01 -0.0582
B -1.89 -2.95 0.19 -0.4594
N -1.58 -2.07 1.41 -0.0804
C -2.02 -2.41 2.63 -0.1352
C -1.60 -1.46 3.54 -0.0883
C -0.88 -0.55 2.76 -0.1993
N -0.88 -0.94 1.49 0.0090
N -1.30 -2.41 -1.13 -0.0804
C -1.49 -3.06 -2.28 -0.1352
C -0.86 -2.37 -3.29 -0.0883
C -0.30 -1.28 -2.64 -0.1993
N -0.57 -1.32 -1.34 0.0090
H -1.43 -4.05 0.39 0.0583
H -3.10 -3.00 0.07 0.0583
H -2.61 -3.30 2.77 0.1022
H -1.78 -1.43 4.60 0.0705
H -0.37 0.34 3.07 -0.0126
H -2.06 -3.97 -2.30 0.1022
H -0.82 -2.62 -4.33 0.0705
H 0.29 -0.48 -3.06 -0.0126
Se 1.37 1.55 -2.06 -0.1575
Se 2.46 3.46 -1.46 -0.3079
Se 2.20 3.79 0.99 -0.3079
Se 0.95 2.07 1.82 -0.1575


Entry 2:
13
Properties=species:S:1:pos:R:3:lowdin_charge:R:1 method="wB97M-V/def2-TZVPD" lumo_ha=-0.0024 de_lowest_kcal_mol=134.09 max_force_ev_per_a=5.4 homo_energy_ha=-0.365 charge=0 smiles="O=[N+]([O-])CNCO" orbital_gap_ha=0.362
O 2.46 0.63 1.25 0.0416
N 2.42 0.08 0.15 -0.4112
O 3.27 0.23 -0.71 0.0763
C 1.24 -0.76 -0.23 0.0259
N -0.07 -0.12 0.69 -0.0204
C -1.13 0.41 -0.14 -0.3495
O -0.70 1.42 -0.99 -0.0456
H 1.05 -0.72 -1.28 0.1061
H 1.48 -1.77 0.24 0.1449
H 0.29 0.56 1.39 0.0900
H -1.73 0.72 0.70 0.1137
H -1.42 -0.48 -0.77 0.1371
H -0.25 2.08 -0.45 0.0910


Entry 3:
277
Properties=species:S:1:pos:R:3:lowdin_charge:R:1 method="wB97M-V/def2-TZVPD" lumo_ha=-0.4768 max_force_ev_per_a=3.3 homo_energy_ha=-0.788 charge=+8 orbital_gap_ha=0.311
C -3.88 -0.88 -1.82 -0.0945
C -5.18 -0.80 -2.52 -0.1517
N -5.66 -2.17 -3.04 -0.2217
C -4.85 -2.51 -4.33 0.0570
C -5.52 -3.24 -1.97 -0.1603
C -6.26 -4.59 -2.20 -0.0236
C -7.12 -1.97 -3.46 -0.0314
C -8.21 -1.47 -2.36 -0.1502
O -8.15 -0.07 -2.33 -0.2030
C -9.05 0.55 -1.45 -0.0754
H -3.45 0.12 -1.69 0.0912
H -3.14 -1.42 -2.41 0.0595
H -3.99 -1.32 -0.83 0.0764
H -5.17 -0.04 -3.31 0.1458
H -5.79 -0.43 -1.70 0.1240
H -4.92 -1.65 -5.00 0.1132
H -5.22 -3.45 -4.74 0.1143
H -3.81 -2.72 -4.09 0.0783
H -5.96 -2.81 -1.08 0.0906
H -4.45 -3.42 -1.81 0.0956
H -6.08 -5.27 -1.37 0.0899
H -5.99 -5.13 -3.11 0.0895
H -7.34 -4.45 -2.16 0.0870
H -7.51 -2.87 -3.94 0.1374
H -7.11 -1.13 -4.15 0.1387
H -8.11 -1.94 -1.39 0.1094
H -9.18 -1.77 -2.76 0.1437
H -8.83 1.59 -1.22 0.1014
H -9.01 0.01 -0.50 0.0581
H -10.05 0.53 -1.90 0.1103
C -0.75 4.92 6.26 -0.0709
C -1.41 5.19 4.92 -0.1479
N -1.02 6.56 4.24 -0.1878
C -1.42 7.79 5.15 0.0536
C 0.59 6.61 4.01 -0.1161
C 1.09 7.69 3.01 -0.0528
C -1.77 6.69 2.86 -0.0752
C -3.30 6.90 2.91 -0.1869
O -4.02 5.73 3.21 -0.1882
C -4.23 4.93 2.03 -0.0821
H 0.31 4.67 6.27 0.0744
H -1.34 4.19 6.83 0.0937
H -0.78 5.77 6.94 0.0844
H -2.50 5.09 4.98 0.1212
H -1.07 4.39 4.26 0.0936
H -1.73 8.67 4.60 0.1147
H -0.54 7.91 5.78 0.0999
H -2.22 7.44 5.80 0.1086
H 0.74 5.61 3.60 0.0637
H 1.01 6.73 5.01 0.1173
H 2.17 7.64 3.11 0.0818
H 0.93 8.74 3.27 0.0941
H 0.72 7.50 2.01 0.0705
H -1.40 5.97 2.13 0.0939
H -1.39 7.63 2.48 0.1152
H -3.72 7.41 2.04 0.1442
H -3.57 7.58 3.73 0.1305
H -3.26 4.89 1.53 0.0726
H -4.94 5.42 1.37 0.0992
H -4.59 3.91 2.20 0.0693
C 1.79 0.24 -5.68 -0.0562
C 1.38 -1.12 -6.26 -0.0954
N 0.63 -2.05 -5.20 -0.1893
C 1.02 -3.51 -5.53 0.0223
C 1.01 -1.71 -3.68 -0.0643
C 0.18 -2.68 -2.72 -0.0476
C -0.92 -1.86 -5.49 -0.0395
C -1.49 -0.42 -5.49 -0.1720
O -1.62 0.10 -4.17 -0.2305
C -1.90 1.50 -4.10 -0.0809
H 2.10 0.90 -6.49 0.1023
H 2.69 0.09 -5.08 0.0692
H 1.02 0.78 -5.13 0.0606
H 2.27 -1.67 -6.54 0.1265
H 0.72 -1.12 -7.14 0.1342
H 2.10 -3.60 -5.68 0.0990
H 0.52 -3.90 -6.42 0.1201
H 0.59 -4.18 -4.79 0.0841
H 0.81 -0.65 -3.58 0.0937
H 2.09 -1.85 -3.60 0.1217
H 0.47 -2.59 -1.67 0.0459
H 0.21 -3.76 -2.91 0.0447
H -0.84 -2.34 -2.56 0.0519
H -1.47 -2.52 -4.82 0.1102
H -1.05 -2.21 -6.52 0.1380
H -2.52 -0.37 -5.83 0.1375
H -0.89 0.27 -6.08 0.1171
H -2.01 1.92 -3.10 0.0893
H -2.89 1.73 -4.51 0.0924
H -1.25 2.09 -4.76 0.0880
C 5.39 -2.08 0.13 -0.0858
C 6.72 -2.78 0.13 -0.1362
N 6.64 -4.35 0.44 -0.2235
C 5.88 -4.57 1.65 -0.0436
C 6.06 -5.02 -0.84 -0.1102
C 6.13 -6.60 -0.90 -0.0253
C 8.10 -4.89 0.76 -0.0198
C 9.28 -4.37 -0.13 -0.1814
O 9.06 -4.74 -1.48 -0.1980
C 10.10 -4.39 -2.31 -0.0933
H 4.61 -2.63 -0.39 0.0370
H 5.44 -1.09 -0.33 0.0689
H 5.17 -1.96 1.20 0.0606
H 7.40 -2.27 0.81 0.1318
H 7.28 -2.59 -0.79 0.1267
H 6.04 -5.62 1.89 0.1174
H 4.83 -4.34 1.45 0.0537
H 6.21 -4.07 2.56 0.1159
H 6.69 -4.54 -1.59 0.1162
H 5.01 -4.72 -0.89 0.0803
H 5.47 -7.08 -0.18 0.0733
H 7.06 -7.02 -0.52 0.0760
H 5.89 -6.99 -1.89 0.0857
H 8.12 -5.98 0.83 0.1307
H 8.25 -4.47 1.75 0.1300
H 10.21 -4.84 0.19 0.1437
H 9.48 -3.33 0.08 0.1228
H 9.98 -4.69 -3.35 0.1092
H 11.04 -4.67 -1.85 0.1092
H 10.09 -3.30 -2.41 0.0906
C 1.41 -5.92 4.87 -0.0155
C 1.32 -4.43 4.36 -0.1454
N 1.37 -3.23 5.43 -0.2040
C 0.10 -3.38 6.34 0.0385
C 2.58 -3.23 6.37 -0.1207
C 3.92 -3.51 5.63 -0.0317
C 1.28 -1.92 4.53 -0.0527
C 1.02 -0.57 5.26 -0.1973
O 0.83 0.39 4.28 -0.2233
C 0.54 1.65 4.76 -0.1282
H 0.97 -6.54 4.10 0.0845
H 0.87 -6.06 5.81 0.0839
H 2.46 -6.20 4.99 0.0780
H 0.40 -4.27 3.80 0.0812
H 2.13 -4.17 3.67 0.0578
H -0.78 -3.44 5.71 0.1029
H -0.03 -2.49 6.96 0.0968
H 0.16 -4.19 7.07 0.1118
H 2.43 -4.06 7.07 0.1325
H 2.51 -2.31 6.96 0.1318
H 4.05 -2.66 4.97 0.0484
H 4.04 -4.46 5.09 0.0771
H 4.76 -3.41 6.31 0.1011
H 0.48 -2.11 3.82 0.1011
H 2.19 -1.90 3.94 0.1102
H 1.85 -0.40 5.95 0.1270
H 0.13 -0.61 5.88 0.1273
H 0.56 2.21 3.83 0.0377
H 1.22 2.03 5.52 0.1058
H -0.50 1.75 5.05 0.0969
C -2.03 -4.02 2.03 -0.0360
O -1.64 -3.72 0.67 -0.2314
C -2.17 -4.56 -0.29 -0.2290
C -1.37 -5.88 -0.40 -0.0557
N 0.06 -5.59 -0.79 0.0699
H 0.07 -5.16 -1.70 0.1152
H 0.56 -4.97 -0.16 0.0000
C 0.91 -6.86 -0.88 -0.0441
C 2.26 -6.52 -1.52 -0.2298
O 2.08 -5.91 -2.76 -0.2002
C 3.23 -5.29 -3.34 -0.0445
H -3.11 -3.88 2.01 0.0917
H -1.59 -3.24 2.65 0.0726
H -1.61 -5.00 2.28 0.0972
H -2.06 -4.00 -1.21 0.1059
H -3.25 -4.66 -0.19 0.1240
H -1.76 -6.53 -1.19 0.1445
H -1.55 -6.49 0.49 0.1403
H 0.41 -7.53 -1.58 0.1432
H 1.03 -7.39 0.07 0.1506
H 2.87 -7.40 -1.74 0.1454
H 2.90 -5.98 -0.82 0.0859
H 4.13 -5.91 -3.39 0.1035
H 3.30 -4.40 -2.71 0.0811
H 3.00 -4.87 -4.32 0.0656
C 3.97 0.85 -2.10 -0.1272
O 3.06 0.26 -1.24 -0.1871
C 3.17 0.78 0.12 -0.1623
C 2.18 0.19 1.15 -0.0823
N 0.74 0.26 0.61 0.1191
H 0.54 1.24 0.57 0.0447
H 0.73 -0.10 -0.34 0.1499
C -0.31 -0.54 1.43 -0.0805
C -1.70 -0.42 0.91 -0.2629
O -2.17 0.87 0.82 -0.1888
C -2.52 1.62 2.00 -0.0477
H 3.91 0.45 -3.11 0.0854
H 5.01 0.74 -1.79 0.0889
H 3.80 1.92 -2.18 0.0714
H 2.93 1.85 0.10 0.0861
H 4.17 0.63 0.53 0.0960
H 2.22 0.72 2.10 0.1117
H 2.37 -0.87 1.30 0.0510
H -0.37 -0.23 2.47 0.1119
H 0.00 -1.58 1.31 0.0774
H -2.33 -1.01 1.57 0.1220
H -1.85 -0.76 -0.12 0.1092
H -1.59 1.72 2.56 0.0551
H -3.31 1.12 2.56 0.0832
H -2.82 2.67 1.88 0.0619
C 0.97 3.36 -2.48 -0.1097
O 1.28 3.77 -3.80 -0.1891
C 2.49 4.51 -3.90 -0.1864
C 2.46 5.04 -5.32 -0.0530
N 1.22 5.94 -5.57 0.0902
H 0.39 5.48 -5.22 0.1626
H 1.24 6.76 -4.99 0.1666
C 1.10 6.36 -7.04 -0.0949
C -0.04 7.35 -7.31 -0.1575
O 0.08 8.46 -6.38 -0.1865
C 1.05 9.43 -6.76 -0.0809
H 1.67 3.45 -1.65 0.0558
H 0.87 2.27 -2.46 0.0625
H -0.07 3.61 -2.24 0.0881
H 3.40 3.96 -3.66 0.1308
H 2.41 5.37 -3.23 0.1129
H 2.45 4.33 -6.15 0.1339
H 3.28 5.73 -5.53 0.1472
H 1.10 5.46 -7.65 0.1366
H 1.97 6.88 -7.44 0.1322
H -0.94 6.79 -7.04 0.1243
H -0.14 7.64 -8.35 0.1503
H 2.06 9.06 -6.93 0.0806
H 1.21 10.17 -5.97 0.1027
H 0.73 9.94 -7.67 0.1087
C -11.93 0.39 0.69 -0.1074
O -10.71 0.30 1.36 -0.2208
C -10.63 1.19 2.48 -0.1498
C -9.37 0.83 3.30 -0.0089
N -8.07 0.73 2.37 0.0866
H -8.25 0.18 1.54 0.1154
H -7.92 1.66 2.00 0.1703
C -6.81 0.13 3.00 -0.0588
C -5.96 -0.45 1.87 -0.2099
O -6.67 -1.35 1.04 -0.2205
C -6.60 -2.70 1.49 -0.0583
H -11.91 -0.31 -0.15 0.0904
H -12.11 1.37 0.24 0.1098
H -12.81 -0.07 1.13 0.1119
H -11.50 0.98 3.10 0.1490
H -10.62 2.22 2.12 0.1376
H -9.40 -0.11 3.85 0.1316
H -9.07 1.46 4.14 0.1381
H -7.11 -0.54 3.80 0.1399
H -6.27 0.98 3.43 0.1337
H -5.01 -0.89 2.17 0.1201
H -5.69 0.34 1.16 0.1275
H -7.30 -3.29 0.89 0.1055
H -6.65 -2.84 2.57 0.1082
H -5.61 -3.07 1.21 0.0651
C 4.98 0.16 3.84 -0.0622
O 4.77 1.23 2.91 -0.2082
C 4.38 2.45 3.54 -0.1733
C 4.16 3.47 2.41 -0.0670
N 5.54 3.94 1.89 0.1033
H 5.50 4.95 1.83 0.1679
H 6.22 3.93 2.64 0.1718
C 6.08 3.27 0.60 -0.0323
C 5.64 4.01 -0.69 -0.1240
O 4.19 4.33 -0.61 -0.2316
C 3.88 5.72 -0.84 -0.0872
H 5.89 0.19 4.45 0.1105
H 5.02 -0.77 3.27 0.0706
H 4.11 0.01 4.49 0.0753
H 5.07 2.86 4.28 0.1391
H 3.49 2.21 4.12 0.1164
H 3.70 4.36 2.85 0.1311
H 3.51 3.09 1.62 0.0646
H 5.74 2.23 0.64 0.0996
H 7.14 3.09 0.79 0.1443
H 5.80 3.35 -1.54 0.1165
H 6.21 4.91 -0.93 0.1352
H 3.94 6.09 -1.87 0.0753
H 4.51 6.40 -0.27 0.0956
H 2.84 5.95 -0.64 0.0880
Cl 2.11 -3.51 0.80 -0.1550
Cl 0.59 3.68 1.30 -0.2876


Entry 4:
72
Properties=species:S:1:pos:R:3:lowdin_charge:R:1 method="wB97M-V/def2-TZVPD" lumo_ha=0.0031 max_force_ev_per_a=2.0 homo_energy_ha=-0.342 charge=0 smiles="CCB(O)[C@@H]1OC(=O)O[C@@H]1CC(=O)F.c1ccccc1.c1ccccc1.c1ccccc1.c1ccccc1" orbital_gap_ha=0.345
C 0.77 -3.71 6.65 -0.0980
C 1.28 -2.29 6.40 -0.1328
B 0.37 -1.42 5.45 -0.3686
O 0.74 -1.26 4.12 0.1369
C -0.97 -0.67 5.88 -0.1348
O -1.00 -0.10 7.18 0.0820
C -2.30 0.38 7.26 -0.5132
O -2.63 1.43 7.74 0.1791
O -3.10 -0.56 6.72 0.0942
C -2.35 -1.32 5.74 -0.1756
C -2.54 -2.79 6.11 -0.0085
C -3.82 -3.26 5.49 -0.4425
O -4.94 -3.04 5.87 0.1702
F -3.61 -3.97 4.36 0.1012
H 1.53 -4.33 7.08 0.0723
H -0.07 -3.70 7.33 0.0665
H 0.40 -4.15 5.73 0.0717
H 2.26 -2.34 5.94 0.0999
H 1.42 -1.77 7.34 0.1064
H 1.22 -0.44 4.03 0.1137
H -1.03 0.16 5.16 0.1604
H -2.87 -1.14 4.81 0.1477
H -1.75 -3.42 5.73 0.1080
H -2.68 -2.90 7.17 0.1464
C -4.80 0.89 1.47 -0.0899
C -3.98 1.40 0.48 -0.0908
C -2.80 0.74 0.14 -0.0941
C -2.46 -0.44 0.79 -0.0992
C -3.29 -0.95 1.78 -0.1003
C -4.46 -0.29 2.12 -0.0936
H -5.72 1.40 1.73 0.1027
H -4.24 2.32 -0.02 0.1017
H -2.16 1.14 -0.63 0.0954
H -1.55 -0.96 0.53 0.0901
H -3.02 -1.87 2.29 0.0929
H -5.10 -0.69 2.89 0.1032
C -0.35 -2.02 -3.50 -0.0868
C -0.47 -1.25 -2.36 -0.0930
C 0.50 -0.31 -2.04 -0.0938
C 1.60 -0.15 -2.87 -0.0901
C 1.73 -0.93 -4.01 -0.1046
C 0.76 -1.86 -4.33 -0.0941
H -1.11 -2.75 -3.75 0.1022
H -1.33 -1.38 -1.71 0.0825
H 0.40 0.29 -1.15 0.0950
H 2.36 0.58 -2.62 0.0755
H 2.59 -0.80 -4.66 0.1007
H 0.86 -2.46 -5.22 0.1054
C 5.33 5.11 -1.77 -0.0965
C 4.08 5.61 -1.44 -0.0963
C 2.97 4.77 -1.44 -0.0945
C 3.12 3.43 -1.77 -0.0974
C 4.37 2.93 -2.10 -0.0990
C 5.47 3.77 -2.10 -0.0961
H 6.19 5.76 -1.76 0.1002
H 3.96 6.66 -1.19 0.1003
H 2.00 5.16 -1.18 0.1006
H 2.25 2.78 -1.77 0.0851
H 4.48 1.89 -2.37 0.0924
H 6.45 3.38 -2.36 0.1002
C 2.20 0.60 -8.81 -0.0981
C 1.15 0.19 -9.62 -0.0996
C -0.13 0.07 -9.09 -0.0979
C -0.36 0.35 -7.75 -0.0932
C 0.70 0.75 -6.94 -0.1032
C 1.97 0.88 -7.47 -0.0995
H 3.19 0.70 -9.23 0.0991
H 1.32 -0.03 -10.67 0.0990
H -0.95 -0.24 -9.72 0.0992
H -1.35 0.26 -7.34 0.1009
H 0.52 0.97 -5.89 0.0956
H 2.80 1.19 -6.84 0.0990